No. 1
DFT (ωB97M-V/def2-TZVPD) results for 4 unconnected molecules or ions with the total composition C19H42F5N5O7PS.

XYZ file:
```
80
Properties=species:S:1:pos:R:3:forces:R:3:mulliken_charge:R:1
C -0.1675 0.5427 0.3669 -0.582 -1.362 -2.224 -0.719
C -0.6037 -0.1947 -0.8009 1.224 2.063 1.618 -0.222
C -0.7043 0.7020 -2.1542 2.161 -3.143 0.801 -0.800
N -2.1067 1.2028 -2.2079 -0.346 -0.521 -0.646 0.167
C -2.2207 2.5941 -2.7549 -0.879 0.354 -0.849 -0.001
P -2.1411 3.7839 -1.2842 -1.722 2.156 0.141 0.401
N -3.3505 4.8756 -1.2843 0.644 -1.228 0.717 -0.828
C -1.2227 2.9395 -3.9582 5.427 1.734 -3.816 0.319
O -1.4703 2.6356 -5.1797 -0.990 0.195 4.065 -0.652
O 0.0051 3.5658 -3.7242 -5.247 -2.402 1.247 -0.731
S -3.1930 0.0898 -2.9311 3.615 -2.733 -6.424 0.842
O -2.6745 -1.3403 -2.8838 -1.750 3.869 1.961 -0.655
O -3.3678 0.4093 -4.4001 -1.021 0.182 4.623 -0.571
C -4.8227 0.2710 -2.0023 -0.481 2.273 1.840 0.661
F -5.4100 1.5576 -2.2433 1.367 -3.144 0.287 -0.268
F -4.5108 0.2658 -0.6055 -1.029 -0.556 -3.185 -0.271
C -5.9177 -0.8322 -2.4054 -1.893 -1.186 0.674 0.653
F -7.0041 -0.6644 -1.4860 2.372 -0.391 -2.157 -0.267
F -5.4672 -2.1647 -2.2236 -0.968 3.488 -0.741 -0.256
F -6.4362 -0.6526 -3.6934 1.613 -0.546 3.208 -0.221
H -0.7877 0.6023 1.3311 1.831 -1.112 -1.017 0.273
H 0.8419 1.0844 0.2361 -2.422 0.499 0.165 0.194
H -0.8126 -1.3124 -0.7798 -1.127 1.886 0.023 0.370
H -0.4431 0.0590 -3.0743 -0.476 1.260 1.221 0.358
H 0.0887 1.5138 -2.0346 -1.647 -0.513 -0.461 0.518
H -3.2909 2.6868 -3.1843 1.709 0.205 0.804 0.373
H -0.8854 4.5056 -1.2517 -0.454 -1.192 -0.262 0.104
H -2.2867 3.0268 -0.0780 0.754 -0.238 -0.653 0.024
H -3.9074 4.7157 -0.4197 0.404 0.156 -0.962 0.208
C 6.4302 1.9965 0.2446 0.295 -0.103 -0.156 -1.587
C 5.3830 1.2723 1.0847 -0.015 0.421 -0.136 0.209
C 3.9366 1.5134 0.6064 -0.122 -0.099 0.279 -0.677
O 3.4029 2.7817 0.9744 0.143 -0.336 -0.316 -0.374
C 3.7597 3.8454 0.1052 -0.129 0.179 0.214 -0.709
N 5.5570 1.6510 2.4925 -0.542 0.029 0.091 -0.520
H 6.4661 3.0684 0.4504 -0.101 -0.079 0.022 0.322
H 7.4271 1.5992 0.4564 -0.129 0.043 0.086 0.364
H 6.2392 1.8600 -0.8236 -0.036 0.042 0.066 0.377
H 5.5822 0.1988 0.9919 -0.117 0.023 0.054 0.354
H 3.2935 0.7739 1.0949 -0.007 0.088 0.052 0.346
H 3.8355 1.3480 -0.4729 0.101 0.112 -0.040 0.461
H 3.8316 3.5198 -0.9367 0.034 -0.023 0.059 0.326
H 4.6996 4.2974 0.4287 0.097 0.034 -0.187 0.240
H 2.9849 4.6112 0.1745 -0.023 -0.138 0.000 0.286
H 4.9166 1.0985 3.0607 0.082 -0.007 -0.031 0.266
H 5.2066 2.6046 2.5951 0.069 -0.119 -0.081 0.289
C -10.2064 -4.6926 -1.1158 -0.207 -0.004 0.210 -1.524
C -9.1426 -3.6996 -1.5748 0.001 -0.370 -0.219 0.456
C -9.2929 -3.2771 -3.0509 0.327 0.164 0.075 -0.486
O -8.8369 -4.2500 -3.9873 -0.454 0.196 0.102 -0.370
C -9.7799 -5.2644 -4.2867 0.366 -0.064 -0.084 -0.658
N -7.8153 -4.2655 -1.3067 0.029 0.183 -0.240 -0.715
H -10.0315 -5.7014 -1.4958 0.050 0.104 -0.040 0.282
H -10.2150 -4.7617 -0.0242 0.075 0.014 -0.118 0.375
H -11.2036 -4.3754 -1.4352 0.048 -0.031 -0.009 0.346
H -9.2595 -2.7975 -0.9643 0.079 0.028 -0.127 0.366
H -8.6622 -2.3977 -3.2144 0.033 -0.112 -0.039 0.155
H -10.3204 -2.9694 -3.2803 -0.078 -0.136 0.014 0.411
H -10.8068 -4.8856 -4.2873 0.019 0.003 0.092 0.301
H -9.6801 -6.0922 -3.5818 -0.232 -0.061 0.019 0.224
H -9.5539 -5.6510 -5.2827 0.034 0.104 0.033 0.259
H -7.1112 -3.5645 -1.5310 -0.068 -0.098 0.187 0.245
H -7.6533 -4.9982 -1.9985 -0.049 0.053 0.171 0.337
C 10.3235 0.1102 4.3539 0.308 0.052 0.016 -1.485
C 9.1284 0.9884 4.7138 -0.121 -0.524 -0.183 0.274
C 8.4445 0.5825 6.0361 -0.192 0.239 -0.128 -0.704
O 7.6105 -0.5687 5.9349 0.403 0.115 0.292 -0.381
C 8.2995 -1.8036 6.0298 -0.339 -0.014 -0.160 -0.658
N 8.1813 0.9879 3.5923 0.298 0.097 0.622 -0.488
H 10.0259 -0.8719 3.9805 -0.074 0.085 0.056 0.275
H 10.9176 0.5824 3.5663 -0.133 -0.027 0.053 0.356
H 10.9777 -0.0370 5.2187 -0.024 -0.031 -0.036 0.365
H 9.5059 2.0091 4.8421 -0.115 -0.012 0.074 0.401
H 7.7789 1.3987 6.3340 -0.056 -0.095 -0.063 0.342
H 9.1731 0.4635 6.8477 0.078 -0.142 -0.032 0.453
H 9.1461 -1.7512 6.7216 0.032 0.053 -0.072 0.299
H 8.6348 -2.1252 5.0419 0.206 -0.094 0.067 0.227
H 7.5972 -2.5537 6.3996 -0.015 0.109 0.017 0.259
H 7.4304 1.6425 3.7967 0.024 -0.063 -0.410 0.189
H 7.7134 0.0812 3.5916 0.062 0.162 -0.117 0.295
```
Positions in Å, forces in eV/Å.

Results
* E_HOMO: -4.796 eV
* lowest unoccupied orbital energy: 2.05 eV
* orbital gap: 6.84 eV
* multiplicity: 1
* charge: -1


No. 2
DFT (ωB97M-V/def2-TZVPD) results for 3 unconnected molecules or ions with the total composition C19H42F7N7O5P2S.

XYZ file:
```
83
Properties=species:S:1:pos:R:3:forces:R:3:mulliken_charge:R:1
O -3.2767 2.9324 -4.5430 0.544 0.365 0.054 -0.520
C -2.2380 3.1449 -3.9868 -0.602 -0.152 -0.117 -0.010
N -2.0970 3.6981 -2.6916 0.711 -0.070 -0.474 -0.436
C -0.6621 3.5557 -2.2847 -1.221 0.070 -0.212 -0.313
C 0.0386 3.7179 -3.6273 -0.009 0.461 0.069 -0.624
C -0.8008 2.8638 -4.5916 0.406 0.430 0.830 -0.128
S -0.6386 1.0797 -4.5335 -1.236 -0.858 0.154 1.126
O -0.5037 0.6126 -3.1839 0.755 0.390 0.045 -0.565
O -1.7278 0.5256 -5.2758 0.270 0.224 -0.508 -0.627
C 0.8416 0.5540 -5.5555 0.192 0.444 0.215 0.367
F 0.6383 1.0757 -6.7747 -0.029 0.235 -0.206 -0.288
F 0.7676 -0.7655 -5.6403 -0.162 -0.264 0.053 -0.252
C 2.2668 0.9454 -5.0383 0.210 -0.225 -0.497 0.804
F 2.9127 -0.1618 -4.6844 0.205 -0.553 0.138 -0.329
F 2.2056 1.7386 -3.9665 -0.253 0.399 0.235 -0.193
C 3.1610 1.6536 -6.0896 0.249 0.210 0.159 0.648
F 3.2531 0.9434 -7.2090 -0.087 0.125 0.081 -0.245
F 4.3859 1.7908 -5.5750 -0.167 -0.011 -0.067 -0.242
F 2.6843 2.8759 -6.3479 -0.057 -0.141 -0.155 -0.231
H -2.3416 4.6829 -2.7422 -0.494 -0.129 0.272 0.319
H -0.4595 4.3287 -1.5482 0.338 -0.109 -0.024 0.501
H -0.6062 2.5635 -1.8460 0.525 0.095 0.092 -0.063
H 1.1211 3.6823 -3.6768 -0.022 -0.461 0.102 0.289
H -0.2336 4.7410 -3.9194 0.291 -0.013 -0.154 0.390
H -0.6899 3.2419 -5.6059 -0.420 -0.465 -0.187 0.641
O 3.9867 1.6407 0.8817 1.884 -0.256 -1.155 -0.906
P 3.6380 0.2109 0.9862 -3.384 -0.671 2.468 0.409
N 2.2841 -0.0282 0.0184 0.153 -0.035 -0.409 0.703
C 1.5208 -1.2631 -0.0245 0.130 -0.370 -0.132 -0.524
C 2.3177 0.5844 -1.3043 -0.054 0.528 0.123 -1.117
N 3.1958 0.0131 2.6316 -0.202 0.081 -0.203 0.391
C 1.8520 -0.4023 3.0164 0.048 -0.189 0.041 -1.260
C 3.6985 1.0582 3.5151 0.099 0.068 0.057 -1.126
N 4.4052 -1.2931 0.8308 1.752 0.990 -0.552 0.172
C 5.2477 -1.7489 1.9505 -0.111 -0.160 0.149 -0.935
C 5.2163 -1.3437 -0.4057 -0.341 -0.144 -0.242 -0.922
H 2.0305 -2.0710 -0.5672 0.078 0.063 -0.011 0.209
H 0.5787 -1.0699 -0.5361 0.076 0.104 -0.096 0.068
H 1.2644 -1.6299 0.9599 0.082 -0.017 0.028 0.091
H 2.8288 -0.0376 -2.0507 -0.064 -0.080 0.036 0.306
H 2.8199 1.5501 -1.2634 0.078 -0.049 0.078 0.417
H 1.2976 0.7535 -1.6479 -0.002 -0.081 -0.015 -0.007
H 1.0634 0.2274 2.5897 -0.024 -0.034 0.006 0.372
H 1.7650 -0.3623 4.1030 0.042 0.090 -0.007 0.505
H 1.6591 -1.4383 2.7473 -0.028 0.005 0.004 0.261
H 3.0844 1.9663 3.4947 0.021 0.005 -0.009 0.319
H 4.7148 1.3399 3.2485 -0.026 0.032 -0.044 0.366
H 3.7212 0.6741 4.5384 -0.065 -0.025 -0.013 0.348
H 5.9906 -1.0081 2.2621 0.037 -0.019 -0.024 0.316
H 5.7741 -2.6501 1.6325 0.022 0.044 -0.080 0.395
H 4.6340 -2.0115 2.8057 -0.054 0.132 0.007 0.263
H 6.0764 -0.6670 -0.3679 0.028 -0.041 0.022 0.358
H 4.6064 -1.0715 -1.2685 -0.011 0.037 0.027 0.141
H 5.5783 -2.3585 -0.5685 -0.029 -0.019 0.034 0.410
O -1.4744 -1.5050 3.1015 0.124 1.311 1.775 -0.749
P -2.9371 -1.4385 2.9192 -1.305 -1.976 -3.455 0.410
N -3.5376 -2.9656 3.3073 0.038 0.016 0.385 0.132
C -4.9151 -3.3746 3.0945 -0.224 0.098 0.190 -0.727
C -3.0048 -3.5643 4.5278 0.370 -0.133 -0.035 -1.051
N -3.1298 -1.1597 1.2387 0.011 -0.208 0.154 0.379
C -3.8133 -2.1084 0.3753 -0.188 0.081 -0.043 -1.110
C -1.9386 -0.6178 0.5948 0.030 0.132 -0.063 -1.712
N -4.2328 -0.4599 3.4045 1.333 1.131 1.143 0.147
C -4.4146 0.8263 2.7063 -0.171 -0.007 -0.176 -0.900
C -4.1726 -0.1871 4.8583 -0.230 -0.361 0.100 -0.947
H -5.6133 -2.9295 3.8153 0.040 0.012 0.026 0.259
H -4.9727 -4.4601 3.1996 0.056 0.005 0.029 0.367
H -5.2652 -3.1403 2.0987 -0.011 0.101 0.023 0.101
H -3.5405 -3.2310 5.4265 -0.053 -0.067 -0.016 0.323
H -1.9521 -3.3161 4.6429 -0.016 0.071 -0.042 0.255
H -3.0859 -4.6519 4.4730 -0.053 0.008 -0.040 0.370
H -3.4074 -3.1252 0.4436 -0.025 -0.004 -0.006 0.351
H -3.7224 -1.7758 -0.6599 0.101 0.023 0.023 0.345
H -4.8824 -2.1347 0.5828 0.006 -0.010 -0.003 0.298
H -1.2086 -1.3948 0.3581 -0.006 -0.007 0.024 0.487
H -1.4511 0.1199 1.2295 0.046 -0.072 0.036 0.302
H -2.2246 -0.1092 -0.3303 -0.073 -0.090 -0.021 0.720
H -3.5058 1.4353 2.6794 -0.010 0.028 0.038 0.301
H -5.1891 1.3881 3.2302 0.044 -0.021 0.082 0.393
H -4.7574 0.6639 1.6901 0.115 -0.075 -0.032 0.265
H -3.3170 0.4399 5.1287 -0.031 0.044 -0.009 0.339
H -4.0994 -1.1216 5.4159 0.035 -0.008 -0.029 0.214
H -5.0861 0.3133 5.1777 -0.023 -0.008 -0.043 0.393
```
Positions in Å, forces in eV/Å.

Results
* E_HOMO: -8.242 eV
* lowest unoccupied orbital energy: 0.24 eV
* orbital gap: 8.48 eV
* multiplicity: 1
* SMILES: O=C1NCC[C@H]1S(=O)(=O)C(F)(F)C(F)(F)C(F)(F)F.CN(C)P(=O)(N(C)C)N(C)C.CN(C)P(=O)(N(C)C)N(C)C


No. 3
DFT (ωB97M-V/def2-TZVPD) results for a molecular structure, C19H42NOP3SeW.

XYZ file:
```
68
Properties=species:S:1:pos:R:3:forces:R:3:mulliken_charge:R:1
W 0.4021 1.3972 -1.3980 -0.115 -1.896 3.395 -0.078
P -0.7016 1.9425 0.7300 -1.152 0.329 1.599 1.187
P -0.1523 -1.0136 -1.1310 -1.029 -1.853 0.110 0.974
P -1.0927 1.9609 -3.0891 -2.175 1.328 -3.354 1.156
H 3.3065 4.0298 -0.8580 -0.511 0.202 0.491 0.263
C 2.4080 4.6572 -0.8987 -0.526 0.731 0.295 -0.853
C 1.1186 4.3133 -0.7110 0.207 0.685 0.325 0.137
H 0.8177 3.5119 -0.0003 0.503 0.014 -1.081 -0.191
C 0.4508 1.3971 2.0399 0.303 -0.308 0.338 -1.198
C -2.3178 1.1449 1.0144 -0.141 -0.330 0.044 -1.251
C -1.1331 3.6378 1.3117 0.214 0.378 -0.534 -1.585
C 0.5354 -2.4648 -2.0139 0.383 0.021 -0.431 -1.727
C 0.0279 -1.6544 0.5815 0.092 0.132 0.290 -1.144
C -1.9219 -1.3583 -1.5069 -0.256 0.345 0.107 -1.297
C -0.8184 3.6499 -3.7048 0.257 0.372 -0.055 -1.286
C -2.8741 1.9764 -2.6688 -0.173 -0.246 0.797 -1.323
C -1.1581 0.9228 -4.6012 0.426 -0.300 0.012 -1.383
H 2.6257 5.7124 -1.0777 -0.029 -0.282 -0.606 0.341
H 0.3180 5.0430 -0.9394 0.609 -0.383 0.436 0.381
H 1.3834 0.9716 1.6552 -0.123 0.068 -0.063 0.139
H -0.0160 0.6257 2.6595 -0.034 0.211 -0.009 0.408
H 0.7113 2.2597 2.6648 -0.103 -0.234 -0.081 0.576
H -2.2124 0.0873 1.2750 -0.146 0.254 -0.041 0.401
H -2.9531 1.2285 0.1253 0.089 0.041 0.197 0.297
H -2.8096 1.6832 1.8364 0.102 -0.347 -0.199 0.609
H -0.2854 4.0928 1.8351 -0.144 -0.069 -0.127 0.544
H -1.9886 3.5888 1.9953 0.253 -0.051 -0.178 0.521
H -1.3816 4.2883 0.4660 -0.156 -0.078 0.246 0.348
H -0.1208 -3.3315 -1.8702 0.054 0.293 0.165 0.579
H 1.5250 -2.7197 -1.6253 -0.111 0.031 -0.107 0.439
H 0.6078 -2.2896 -3.0908 -0.164 -0.202 0.246 0.333
H -0.0799 -2.7475 0.5526 -0.124 0.272 -0.101 0.626
H -0.7277 -1.2465 1.2643 0.250 -0.125 -0.232 0.378
H 1.0222 -1.4480 0.9933 -0.148 0.076 -0.191 0.056
H -2.0871 -2.4391 -1.3871 0.073 0.342 0.004 0.587
H -2.1673 -1.0842 -2.5405 0.109 -0.158 0.236 0.396
H -2.6042 -0.8300 -0.8345 0.111 -0.087 -0.139 0.330
H -1.0502 3.6999 -4.7789 -0.012 -0.001 0.322 0.442
H 0.2207 3.9565 -3.5546 -0.102 0.008 -0.139 0.332
H -1.4567 4.3598 -3.1638 0.094 -0.172 -0.128 0.456
H -3.4608 2.2591 -3.5530 0.354 0.021 0.022 0.536
H -3.0904 2.6924 -1.8711 0.042 0.005 -0.106 0.436
H -3.2238 0.9906 -2.3461 0.061 0.132 -0.096 0.362
H -1.8076 1.4057 -5.3441 0.075 -0.041 0.297 0.582
H -1.5568 -0.0732 -4.3775 0.016 0.209 -0.038 0.306
H -0.1715 0.7923 -5.0542 -0.220 0.039 -0.028 0.411
C 3.2786 0.2442 -0.8546 -0.920 -0.806 0.184 -0.542
C 2.5582 1.5266 -0.8567 1.923 0.171 -1.673 0.205
C 2.3078 2.0051 -2.2233 0.280 0.205 -0.267 -0.820
C 1.8623 1.0848 -3.2022 1.662 -0.399 -0.271 -1.121
C 2.1657 -0.2743 -2.9676 -0.599 1.201 -0.760 -1.842
C 3.0552 -0.5984 -1.9201 0.529 -1.031 0.803 -0.475
Se 4.5416 -0.3923 0.5368 -1.013 0.905 -1.190 0.124
H 5.2680 0.8212 0.1631 0.453 0.089 0.507 0.254
H 2.8093 2.2486 -0.0880 -0.071 0.016 -0.051 1.066
H 2.3856 3.0392 -2.4802 -0.092 0.148 -0.162 0.762
H 1.4849 1.4439 -4.1679 0.421 -0.226 0.458 1.346
H 1.8169 -1.0018 -3.7030 0.468 0.187 0.277 1.010
H 3.5856 -1.5584 -1.9201 -0.309 0.320 -0.249 0.624
C 4.3068 -1.4564 4.3510 0.962 0.320 -0.973 -0.827
C 2.8147 -1.6002 4.2291 -0.448 -1.177 5.193 0.761
N 2.2074 -1.9893 5.3912 0.539 0.733 -2.774 -0.311
O 2.1558 -1.3440 3.2218 -0.156 0.277 -1.282 -0.095
H 4.7231 -2.4041 4.7063 -0.182 -0.012 -0.084 0.407
H 4.5574 -0.6679 5.0742 -0.350 -0.092 -0.135 0.387
H 4.7341 -1.2044 3.3788 0.027 -0.070 0.269 0.026
H 1.2123 -2.1427 5.3865 -0.215 -0.101 0.297 0.259
H 2.7490 -2.2044 6.2179 0.108 -0.037 -0.030 0.251
```
Positions in Å, forces in eV/Å.

Results
* ΔE to the lowest compared entry with this formula, charge and spin: 0.0 kcal per mole
* E_HOMO (spin up / spin down): -20.198 / -19.708 eV
* lowest unoccupied orbital energy (spin up / spin down): -14.03 / -15.82 eV
* orbital gap (spin up / spin down): 6.17 / 3.89 eV
* multiplicity: 3
* charge: +4
* ⟨S²⟩: 2.289